[1]
This record from the OMol25 dataset describes a 8-piece molecular cluster, C38H40N8 overall. The level of theory is ωB97M-V/def2-TZVPD.

Each line ends with the Löwdin charge.
Positions of all 86 atoms, in Å:
N -10.531 2.763 -12.148  0.0521
C -10.614 1.475 -12.645  -0.1735
C -11.038 1.446 -13.949  -0.0943
C -11.087 2.822 -14.304  -0.1253
C -10.845 3.570 -13.207  -0.1642
H -10.452 3.031 -11.178  0.1086
H -10.398 0.661 -11.968  0.0773
H -11.338 0.546 -14.466  0.1014
H -11.399 3.058 -15.311  0.0915
H -10.869 4.644 -13.097  0.1029
N -13.522 4.725 -10.834  -0.0210
C -12.534 4.410 -9.950  -0.1401
C -13.037 3.302 -9.296  -0.1165
C -14.309 2.997 -9.767  -0.0934
C -14.583 3.905 -10.781  -0.1332
H -13.414 5.515 -11.455  0.1443
H -11.593 4.938 -10.006  0.1035
H -12.427 2.736 -8.607  0.0711
H -14.914 2.157 -9.460  0.1021
H -15.325 3.904 -11.566  0.1094
N -7.111 3.321 -7.626  0.0559
C -7.464 2.008 -7.555  -0.1269
C -8.028 1.375 -8.640  -0.0909
C -8.199 2.074 -9.835  -0.0868
C -7.986 3.443 -9.850  -0.0905
C -7.548 4.056 -8.676  -0.1445
H -7.415 1.489 -6.609  0.1056
H -8.306 0.333 -8.588  0.0943
H -8.457 1.350 -10.594  0.0927
H -8.100 4.060 -10.730  0.0938
H -7.386 5.115 -8.809  0.0959
N -14.279 -3.701 -5.547  -0.0323
C -14.359 -4.963 -5.088  -0.2814
C -15.505 -5.684 -5.039  -0.1985
C -16.700 -5.045 -5.275  -0.2031
C -16.711 -3.669 -5.669  -0.1800
C -15.511 -3.090 -5.795  -0.2519
H -13.423 -5.454 -4.866  0.0524
H -15.504 -6.759 -4.928  0.0721
H -17.701 -5.449 -5.310  0.0472
H -17.636 -3.166 -5.908  0.0695
H -15.553 -2.033 -6.013  0.0602
N -11.756 -0.155 -7.010  0.0729
C -11.844 -1.490 -6.774  -0.1105
C -11.523 -2.417 -7.761  -0.0674
C -11.056 -1.970 -8.961  -0.1139
C -10.850 -0.617 -9.205  -0.0987
C -11.215 0.255 -8.166  -0.1713
H -12.123 -1.837 -5.790  0.0715
H -11.643 -3.458 -7.498  0.1022
H -10.719 -2.740 -9.639  0.1058
H -10.581 -0.463 -10.239  0.0730
H -10.991 1.306 -8.271  0.0734
N -10.419 -6.333 -4.175  0.0483
C -10.338 -5.000 -4.230  -0.1556
C -9.695 -4.233 -3.288  -0.0824
C -9.207 -4.896 -2.167  -0.0865
C -9.232 -6.292 -2.115  -0.0749
C -9.827 -7.030 -3.176  -0.1237
H -10.748 -4.545 -5.120  0.0933
H -9.830 -3.168 -3.166  0.0963
H -8.794 -4.242 -1.413  0.0970
H -8.864 -6.960 -1.350  0.0840
H -9.887 -8.104 -3.278  0.0939
N -15.338 -1.049 -10.622  0.0680
C -16.264 -0.416 -11.394  -0.1371
C -15.926 0.464 -12.429  -0.0684
C -14.574 0.835 -12.465  -0.1008
C -13.643 0.176 -11.713  -0.0807
C -14.059 -0.829 -10.871  -0.1464
H -17.287 -0.675 -11.165  0.0946
H -16.731 0.915 -12.991  0.0915
H -14.319 1.595 -13.190  0.0995
H -12.578 0.296 -11.846  0.0648
H -13.428 -1.376 -10.186  0.0936
N -13.573 -1.795 -1.448  0.0450
C -13.167 -1.691 -2.667  -0.1662
C -13.428 -0.537 -3.494  -0.0340
C -14.426 0.341 -3.059  -0.1006
C -14.987 0.191 -1.799  -0.0913
C -14.473 -0.849 -1.006  -0.1345
H -12.346 -2.366 -2.858  0.0849
H -12.900 -0.396 -4.426  0.0649
H -14.569 1.205 -3.692  0.0964
H -15.757 0.922 -1.599  0.0904
H -14.857 -0.879 0.003  0.0839

Output
Total charge: -1
2S+1: 2
⟨S²⟩: 0.76
E_LUMO (alpha / beta): 1.81 / 1.81 eV
Relative energy (zero: lowest compared OMol25 entry of this formula, charge and spin): 1.053 eV

[2]
This record from the OMol25 dataset describes a 8-piece molecular cluster, C38H41BrN8O3 overall. The level of theory is ωB97M-V/def2-TZVPD.

Each line ends with the Löwdin charge.
Positions of all 91 atoms, in Å:
O 0.314 -2.889 2.309  -0.1168
C 0.788 -2.438 1.116  -0.5599
Br 1.112 -3.883 -0.267  0.6550
C 1.033 -0.837 0.866  -0.1185
N -0.219 -0.020 0.640  -0.0642
C -1.164 0.160 1.823  -0.1834
O -1.117 1.068 2.828  0.0069
C -2.272 -1.010 1.527  0.0008
C -3.295 -1.849 2.494  0.0458
C -4.236 -3.011 1.747  -0.0091
C -4.112 -3.299 0.108  -0.0147
C -3.068 -2.431 -0.867  0.0099
C -2.167 -1.292 -0.109  -0.0411
C -1.008 -0.256 -0.629  -0.1950
O -0.842 0.291 -1.865  -0.0099
H 1.694 -0.740 -0.118  0.1482
H 1.650 -0.387 1.780  0.1681
H -3.326 -1.638 3.644  0.1080
H -4.983 -3.659 2.382  0.0944
H -4.760 -4.148 -0.396  0.0951
H -2.935 -2.616 -2.015  0.1143
C -4.397 2.798 -2.329  -0.1131
C -5.501 2.066 -2.829  -0.1132
C -5.322 0.751 -2.464  -0.1369
N -4.146 0.662 -1.765  0.0154
C -3.578 1.906 -1.673  -0.1407
H -4.220 3.860 -2.435  0.0822
H -6.338 2.457 -3.394  0.0916
H -5.928 -0.127 -2.642  0.1037
H -3.758 -0.188 -1.378  0.0748
H -2.641 2.050 -1.152  0.0953
C -1.795 -4.366 6.034  -0.1056
C -2.254 -3.958 7.309  -0.1005
C -1.588 -2.798 7.634  -0.1395
N -0.738 -2.494 6.602  -0.0168
C -0.861 -3.442 5.619  -0.1664
H -2.111 -5.239 5.478  0.0979
H -2.993 -4.456 7.924  0.0959
H -1.644 -2.164 8.509  0.1094
H -0.118 -1.696 6.570  0.1546
H -0.275 -3.379 4.712  0.0935
C 1.724 4.396 -3.763  -0.1177
C 0.740 3.398 -3.563  -0.1098
C 0.905 2.909 -2.287  -0.1315
N 1.957 3.573 -1.711  0.0045
C 2.459 4.485 -2.602  -0.1436
H 1.880 4.986 -4.657  0.0752
H -0.008 3.072 -4.274  0.0951
H 0.365 2.146 -1.741  0.0749
H 2.306 3.415 -0.775  0.1480
H 3.295 5.117 -2.334  0.1042
C -2.752 7.859 -4.782  -0.1194
C -3.856 7.128 -5.282  -0.1188
C -3.676 5.812 -4.917  -0.1488
N -2.500 5.723 -4.218  0.0048
C -1.933 6.968 -4.126  -0.1442
H -2.575 8.921 -4.887  0.0895
H -4.692 7.519 -5.847  0.0895
H -4.282 4.934 -5.095  0.1030
H -2.113 4.873 -3.831  0.1298
H -0.996 7.111 -3.605  0.1031
C 5.078 -8.194 0.300  -0.1159
C 4.926 -7.951 -1.086  -0.1167
C 4.283 -6.741 -1.222  -0.1474
N 4.037 -6.248 0.033  -0.0090
C 4.524 -7.125 0.968  -0.1409
H 5.544 -9.055 0.762  0.0914
H 5.252 -8.589 -1.897  0.0910
H 3.978 -6.191 -2.103  0.1035
H 3.570 -5.374 0.237  0.0807
H 4.432 -6.914 2.025  0.1059
C 2.259 -6.752 7.611  -0.1196
C 2.369 -6.145 8.885  -0.1211
C 1.784 -4.901 8.799  -0.1397
N 1.328 -4.735 7.517  0.0124
C 1.609 -5.861 6.787  -0.1423
H 2.614 -7.734 7.327  0.0888
H 2.826 -6.569 9.770  0.0888
H 1.654 -4.122 9.538  0.1032
H 0.858 -3.912 7.165  0.0945
H 1.324 -5.931 5.746  0.1031
C 5.284 8.312 -6.643  -0.1191
C 4.200 8.148 -7.538  -0.1175
C 3.231 7.424 -6.881  -0.1405
N 3.694 7.141 -5.622  0.0021
C 4.943 7.684 -5.466  -0.1444
H 6.212 8.834 -6.835  0.0899
H 4.133 8.519 -8.553  0.0905
H 2.254 7.085 -7.201  0.1066
H 3.192 6.616 -4.918  0.1151
H 5.481 7.575 -4.534  0.1032

Output
2S+1: 1
SMILES string: O=C(Br)CN1C(=O)c2ccccc2C1=O.c1cc[nH]c1.c1cc[nH]c1.c1cc[nH]c1.c1cc[nH]c1.c1cc[nH]c1.c1cc[nH]c1.c1cc[nH]c1
E_LUMO: -2.37 eV

[3]
This record from the OMol25 dataset describes a 2-piece molecular cluster, C38H41N3O2 overall. The level of theory is ωB97M-V/def2-TZVPD.

Each line ends with the Löwdin charge.
Positions of all 84 atoms, in Å:
C -7.159 -1.429 4.273  -0.1578
C -7.199 -1.453 2.736  -0.1577
C -5.879 -0.833 2.246  -0.1611
N -5.098 -0.583 3.445  -0.1445
C -3.865 0.046 3.415  -0.2404
C -3.708 1.354 3.937  -0.0145
C -2.479 1.970 3.924  -0.0335
C -1.308 1.279 3.506  -0.2327
C -0.071 1.954 3.618  -0.0282
C 1.199 1.337 3.655  -0.2437
C 1.385 0.015 4.144  -0.0316
C 2.641 -0.548 4.204  -0.0012
C 3.757 0.138 3.662  -0.2355
N 4.985 -0.492 3.579  -0.1395
C 5.664 -1.023 4.750  -0.1605
C 6.648 -2.070 4.215  -0.1592
C 6.691 -1.899 2.688  -0.1576
C 5.543 -0.946 2.315  -0.1585
C 3.588 1.464 3.195  -0.0069
C 2.356 2.065 3.250  -0.0218
C -1.476 -0.032 2.965  -0.0331
C -2.728 -0.608 2.870  -0.0051
C -5.868 -0.697 4.670  -0.1677
H -8.029 -0.918 4.693  0.1031
H -7.123 -2.448 4.670  0.1038
H -7.285 -2.475 2.360  0.1025
H -8.043 -0.868 2.361  0.1025
H -5.324 -1.488 1.560  0.1110
H -6.076 0.114 1.710  0.1165
H -4.588 1.885 4.305  0.1108
H -2.363 2.999 4.267  0.1131
H -0.098 3.044 3.636  0.1101
H 0.520 -0.555 4.491  0.1114
H 2.776 -1.551 4.609  0.1151
H 6.208 -0.206 5.255  0.1172
H 4.937 -1.427 5.468  0.1084
H 7.633 -1.938 4.666  0.1033
H 6.268 -3.063 4.474  0.1046
H 7.644 -1.460 2.377  0.1038
H 6.558 -2.855 2.176  0.1028
H 4.763 -1.454 1.720  0.1179
H 5.895 -0.090 1.722  0.1092
H 4.468 2.008 2.846  0.1176
H 2.223 3.108 2.957  0.1150
H -0.606 -0.582 2.610  0.1082
H -2.857 -1.601 2.436  0.1140
H -6.078 0.301 5.090  0.1040
H -5.291 -1.257 5.423  0.1206
C 0.181 -0.864 8.448  -0.0754
C 1.301 0.147 8.490  -0.2190
O 0.935 1.174 7.524  -0.0366
C 1.819 2.198 7.466  -0.4930
C 1.273 3.322 6.661  -0.0427
N 1.752 4.504 6.863  0.1328
C 1.250 5.664 7.225  -0.1559
C 2.100 6.840 7.082  -0.1590
C 1.752 8.108 7.607  -0.0386
C 2.583 9.207 7.404  -0.0849
C 3.811 9.053 6.746  -0.0873
C 4.193 7.783 6.277  -0.0764
C 3.349 6.685 6.454  -0.0208
C -0.120 5.731 7.769  -0.1533
C -1.000 6.760 7.372  -0.0433
C -2.336 6.742 7.773  -0.0791
C -2.835 5.674 8.529  -0.0841
C -1.972 4.635 8.910  -0.0709
C -0.619 4.686 8.570  -0.0178
O 2.893 2.219 8.042  0.0821
H 0.299 -1.618 9.229  0.0764
H -0.787 -0.370 8.590  0.0808
H 0.180 -1.379 7.481  0.0739
H 1.404 0.585 9.488  0.1250
H 2.257 -0.297 8.191  0.1238
H 0.432 3.080 6.001  0.1168
H 0.824 8.213 8.170  0.1034
H 2.272 10.187 7.771  0.1033
H 4.470 9.913 6.609  0.1003
H 5.156 7.643 5.783  0.1024
H 3.640 5.684 6.122  0.1151
H -0.620 7.566 6.738  0.1139
H -2.992 7.569 7.493  0.1045
H -3.889 5.643 8.820  0.1029
H -2.349 3.778 9.470  0.1051
H 0.060 3.902 8.927  0.1213

Output
2S+1: 1
E_LUMO: -1.86 eV
Relative energy (zero: lowest compared OMol25 entry of this formula, charge and spin): 3.445 eV

The calculation returns the following strongest force on any atom values, one per record and in order: 3.72; 9.57; 2.23 eV/A.